Entry 1:
C43H39N3O2Ti | wB97M-V/def2-TZVPD

```
! RIJCOSX wB97M-V def2-TZVPD def2/J DEFGRID3
* xyz 1 2
Ti 0.38821 0.63646 -0.27504
O -1.18529 1.15180 -0.69704
C -2.29633 0.45629 -1.13378
C -1.86729 -0.32748 -2.40534
C -0.81596 -1.35664 -2.08349
C -1.01223 -2.66349 -2.49756
C -0.04834 -3.63100 -2.24300
C 1.10041 -3.24103 -1.56883
C 1.25613 -1.92225 -1.18043
C 2.48376 -1.50242 -0.42735
C 2.09715 -1.23918 1.05568
O 1.10055 -0.26676 1.05115
C 3.23358 -0.63512 1.88241
C 4.41159 -0.13610 1.34240
C 5.34493 0.49501 2.15135
C 5.12777 0.61901 3.51288
C 3.95441 0.12762 4.06078
C 3.00465 -0.46945 3.25001
C 1.65904 -2.57241 1.65782
C 2.58640 -3.41058 2.26887
C 2.19269 -4.63447 2.78010
C 0.87154 -5.03715 2.67619
C -0.05313 -4.21225 2.06130
C 0.34066 -2.99043 1.54490
N 0.30694 -0.97260 -1.41328
C -3.42587 1.46452 -1.35240
C -3.88318 2.12655 -0.21483
C -4.88725 3.07157 -0.30354
C -5.43921 3.37821 -1.53625
C -4.97046 2.74498 -2.67204
C -3.96832 1.79083 -2.58569
C -2.79444 -0.54262 -0.08640
C -2.18077 -0.64297 1.15608
C -2.64831 -1.56274 2.08431
C -3.72494 -2.37569 1.77819
C -4.36253 -2.25040 0.55469
C -3.90293 -1.33458 -0.37195
H -1.45410 0.39243 -3.12022
H -2.72760 -0.82858 -2.84897
H -1.90997 -2.92912 -3.03624
H -0.19054 -4.65439 -2.54976
H 1.87918 -3.95726 -1.35296
H 2.86079 -0.56284 -0.83444
H 3.25604 -2.26900 -0.49292
H 4.64304 -0.25918 0.29367
H 6.25155 0.88466 1.71109
H 5.87589 1.07991 4.14041
H 3.77891 0.21333 5.12117
H 2.08718 -0.85344 3.67459
H 3.62351 -3.11643 2.34292
H 2.91312 -5.27631 3.26588
H 0.56519 -5.99784 3.05820
H -1.08604 -4.51567 1.98014
H -0.37956 -2.35594 1.04427
H -3.44682 1.87736 0.74359
H -5.24178 3.56548 0.58811
H -6.23525 4.10226 -1.60626
H -5.38885 2.99325 -3.63437
H -3.63037 1.30281 -3.48648
H -1.34127 0.01706 1.40641
H -2.15607 -1.64530 3.04224
H -4.06631 -3.10241 2.49649
H -5.21947 -2.86395 0.32582
H -4.41867 -1.21391 -1.31296
C -0.62719 3.57136 -2.68370
C 0.47941 2.56366 -2.64744
C 1.42260 2.58937 -1.60808
C 2.51789 1.71976 -1.62371
C 2.68784 0.83712 -2.69003
C 1.74117 0.78589 -3.70185
C 0.64171 1.63287 -3.66914
H -1.02730 3.67154 -3.68957
H -0.26424 4.54127 -2.34775
H -1.43893 3.25883 -2.02431
H 1.40570 3.41819 -0.90766
H 3.30346 1.83710 -0.87663
H 3.57663 0.22264 -2.75979
H 1.87753 0.10904 -4.53309
H -0.06283 1.61708 -4.48982
N 1.35558 2.22639 2.08411
C 1.41214 3.42739 2.68710
C 0.49003 4.23891 2.06092
C -0.09515 3.43292 1.08018
N 0.44110 2.21481 1.10716
H 1.82853 1.35181 2.31678
H 2.07385 3.63320 3.50198
H 0.28127 5.26655 2.27512
H -0.85611 3.67227 0.35896
*
```

**E_LUMO (spin up / spin down)**: -2.316 / -2.721 eV
**Kohn-Sham gap (spin up / spin down)**: 7.48 / 8.42 eV
**Calculated total energy**: -2826.12071 Eh

Atom charges from the Löwdin analysis, given in e for atoms 1 to 6: Ti 0.930; O -0.224; C -0.428; C -0.031; C -0.196; C 0.014

Entry 2:
C3H12O2S2 | wB97M-V/def2-TZVPD

```
! RIJCOSX wB97M-V def2-TZVPD def2/J DEFGRID3
* xyz 0 1
C 0.35907 2.67511 -0.19863
C 1.14834 1.43975 0.26054
C 2.45950 1.32160 -0.47075
S 3.30382 -0.29024 -0.28503
S 1.97398 -1.63827 -1.03610
H 0.97762 3.56616 -0.25248
H -0.48738 2.84701 0.47037
H -0.06068 2.50507 -1.19287
H 1.28077 1.45982 1.33407
H 0.55742 0.57372 -0.04576
H 2.35786 1.54122 -1.52008
H 3.23885 1.97787 -0.06051
H 2.23266 -1.53988 -2.34640
O 0.20858 -4.21406 2.64223
H -0.62974 -3.81240 2.38061
H 0.43333 -4.85192 1.95807
O -6.24723 -1.49154 -0.67582
H -7.19407 -1.45495 -0.49328
H -5.91271 -0.61410 -0.46819
*
```

**E_LUMO**: 0.489 eV
**Energy above the lowest of the compared OMol25 structures with the same formula, charge and spin**: 0.5848 eV
**Kohn-Sham gap**: 9.52 eV
**Calculated total energy**: -1068.34271 Eh
**Structure (SMILES)**: CCCSS.O.O

Atom charges from the Löwdin analysis, given in e for atoms 1 to 6: C -0.113; C -0.342; C -0.587; S 0.414; S 0.306; H 0.069

Entry 3:
CH3O2S | wB97M-V/def2-TZVPD

```
! RIJCOSX wB97M-V def2-TZVPD def2/J DEFGRID3
* xyz -1 1
C 2.12837 -0.00463 -0.70622
O -3.05213 -1.12763 0.28217
O -3.04568 1.13770 1.14998
S -2.29758 -0.13918 1.06252
H 1.68303 0.85505 -1.10204
H 1.52921 -0.84906 -0.60146
H 3.05477 0.12774 -0.08494
*
```

**E_LUMO (spin up / spin down)**: 3.888 / 2.744 eV
**Energy above the lowest of the compared OMol25 structures with the same formula, charge and spin**: 3.5129 eV
**Kohn-Sham gap (spin up / spin down)**: 8.43 / 3.87 eV
**Calculated total energy**: -588.51348 Eh

Atom charges from the Löwdin analysis, given in e for atoms 1 to 6: C 0.079; O -0.707; O -0.713; S 0.443; H -0.049; H -0.049

Entry 4:
C3H6IN2S | wB97M-V/def2-TZVPD

```
! RIJCOSX wB97M-V def2-TZVPD def2/J DEFGRID3
* xyz 1 1
C 0.47130 -1.42608 0.83921
C -0.58651 -0.80703 0.47611
C 0.92234 0.69068 -0.76850
N 1.81958 -0.48824 -0.60304
N -0.45358 0.12103 -0.66752
S 1.04298 2.10900 0.38312
I 3.64444 -0.17405 0.04531
H 0.95172 -1.91714 1.64261
H -1.46828 -0.68060 0.97095
H 1.21616 1.16436 -1.74541
H -0.86889 -0.29624 -1.52065
H -1.10955 0.94456 -0.19780
H 0.60270 1.53557 1.48614
*
```

**E_LUMO (spin up / spin down)**: -5.106 / -5.108 eV
**Energy above the lowest of the compared OMol25 structures with the same formula, charge and spin**: 4.9662 eV
**Kohn-Sham gap (spin up / spin down)**: 7.61 / 7.60 eV
**Calculated total energy**: -922.84817 Eh

Atom charges from the Löwdin analysis, given in e for atoms 1 to 6: C 0.198; C -0.149; C -0.774; N -0.600; N 0.016; S 0.765

Entry 5:
C5H4N2O4SV | wB97M-V/def2-TZVPD

```
! RIJCOSX wB97M-V def2-TZVPD def2/J DEFGRID3
* xyz 2 4
O -0.17835 -3.09601 -1.64435
C -0.11422 -1.96091 -1.41579
V -0.02424 -0.00063 -1.33916
O -1.68707 0.02390 -3.89579
C -1.05059 0.01778 -2.91817
C 1.80279 0.00869 -1.94383
O 2.83788 0.01212 -2.48482
C -0.12171 1.96415 -1.36815
O -0.18757 3.10362 -1.57212
N 0.05591 -1.15893 2.51565
C -0.34988 -0.01608 1.95680
N 0.04958 1.14898 2.47118
S -1.40510 -0.04440 0.62047
H 0.46031 -1.17500 3.44948
H -0.26651 -2.03197 2.12010
H -0.27839 2.00537 2.04385
H 0.45716 1.19931 3.40467
*
```

**E_LUMO (spin up / spin down)**: -10.215 / -10.823 eV
**Energy above the lowest of the compared OMol25 structures with the same formula, charge and spin**: 0.0000 eV
**Kohn-Sham gap (spin up / spin down)**: 7.33 / 7.05 eV
**Calculated total energy**: -1944.95200 Eh

Atom charges from the Löwdin analysis, given in e for atoms 1 to 6: O 0.244; C -0.067; V 0.301; O 0.266; C -0.061; C -0.006

Entry 6:
CHO3P3 | wB97M-V/def2-TZVPD

```
! RIJCOSX wB97M-V def2-TZVPD def2/J DEFGRID3
* xyz 0 1
O -3.13484 0.73600 0.16394
P -2.49653 -0.54010 0.08362
C -0.71847 -0.22933 -0.01463
P 0.33237 -1.53619 -0.36768
O 1.67095 -0.66079 -0.80817
P 2.64844 0.52211 -0.20997
O 2.06737 0.99949 1.02156
H -0.36930 0.70881 0.13133
*
```

**E_LUMO**: -1.527 eV
**Energy above the lowest of the compared OMol25 structures with the same formula, charge and spin**: 0.0000 eV
**Kohn-Sham gap**: 7.91 eV
**Calculated total energy**: -1288.50277 Eh
**Structure (SMILES)**: O=P/C=P/OP=O

Atom charges from the Löwdin analysis, given in e for atoms 1 to 6: O -0.490; P 0.690; C -0.623; P 0.897; O -0.776; P 0.801